Record 1
ORCA calculation (the ωB97M-V functional and the def2-TZVPD basis) on C10H26AlBClO4PSi as an isolated structure in a non-equilibrium geometry.

CARTESIAN COORDINATES (ANGSTROEM)
Si  -3.41  0.31  -0.07
H  2.44  0.67  -3.78
H  0.59  -1.04  -2.66
C  1.32  -1.21  0.92
H  -4.18  -1.50  -1.68
H  -5.50  -0.58  -0.93
C  1.97  -0.44  -0.22
C  3.85  -1.48  2.52
C  0.05  -0.20  -2.22
H  -1.05  -1.33  -0.66
O  3.44  2.33  -1.50
C  -1.18  -0.62  -1.49
H  0.25  -1.39  0.73
H  3.82  -2.30  1.81
Cl  -0.01  1.58  0.02
H  -3.41  -1.01  2.00
C  2.51  -1.23  3.20
C  -2.84  -0.14  1.65
H  2.67  -0.59  4.06
C  -4.52  -1.03  -0.76
H  -1.79  -0.41  1.73
P  2.06  2.05  -2.08
O  -2.00  0.40  -1.17
H  0.51  -0.56  2.81
H  -5.02  2.01  -0.80
Al  4.60  1.02  -2.34
H  1.74  0.52  2.20
C  -4.17  1.98  -0.13
H  -4.65  -1.81  0.00
H  0.87  3.61  -3.08
H  2.79  0.17  0.20
H  -3.03  0.69  2.32
O  1.17  3.32  -2.21
C  1.47  -0.54  2.30
H  -4.53  2.23  0.87
B  1.06  0.65  -1.00
H  4.62  -1.73  3.26
H  2.08  -2.16  3.57
H  -0.14  0.55  -2.99
O  2.31  1.61  -3.61
H  4.20  -0.59  1.98
H  2.42  -1.13  -0.94
H  -1.63  -1.23  -2.33
H  1.76  -2.21  0.95
H  -3.47  2.77  -0.42

Net charge: +2
HOMO in eV: -15.841
Gap between HOMO and LUMO in eV: 4.29

***

Record 2
ORCA calculation (the ωB97M-V functional and the def2-TZVPD basis) on C12H10O2 as an isolated structure in a non-equilibrium geometry.

CARTESIAN COORDINATES (ANGSTROEM)
H  0.96  1.25  3.29
C  1.40  0.93  1.42
C  1.70  -1.40  -0.62
C  -1.87  -1.42  -1.64
H  -1.69  -2.30  -2.31
H  1.76  -1.45  -1.85
H  -4.17  1.09  -0.97
C  0.16  0.13  0.61
H  3.55  0.95  1.17
C  -3.07  -0.63  -1.76
O  1.22  2.29  1.30
C  2.84  -0.55  -0.07
C  2.68  0.39  0.82
H  -3.81  -0.83  -2.56
C  -3.28  0.52  -0.96
C  -1.23  0.11  0.09
H  -2.50  1.82  0.58
H  1.90  -2.46  -0.32
H  3.85  -0.89  -0.33
C  -2.34  0.95  0.04
C  -1.05  -1.00  -0.66
C  0.46  -0.89  -0.19
H  1.06  2.74  2.17
O  1.46  0.63  2.77

HOMO in eV: -7.556
Gap between HOMO and LUMO in eV: 8.03

***

Record 3
ORCA calculation (the ωB97M-V functional and the def2-TZVPD basis) on C16H31IrNP2Se as an isolated structure in a non-equilibrium geometry.

CARTESIAN COORDINATES (ANGSTROEM)
H  -1.06  2.11  -3.91
C  -1.39  3.16  2.12
Ir  -0.54  -2.56  1.29
H  -2.18  1.59  -2.63
H  -1.48  -4.26  0.32
H  -1.86  -1.33  -2.24
H  -2.13  -2.87  1.55
P  -0.25  -2.41  -0.78
H  2.33  1.30  0.04
P  0.17  0.99  -2.10
H  -1.58  0.67  -0.25
H  -0.84  -4.63  -1.31
H  -1.76  3.28  -0.03
C  -0.91  1.34  0.33
C  0.31  1.80  -0.48
C  1.67  2.96  1.30
H  -2.27  3.70  2.51
C  -1.72  2.54  0.79
C  -1.33  -3.88  -0.70
H  -0.21  -0.40  -4.00
C  0.52  -4.20  1.84
H  0.74  -4.96  1.07
H  1.72  3.06  3.46
H  -0.04  -4.67  2.67
C  1.07  2.60  2.69
C  1.46  1.94  0.23
H  -2.75  2.17  0.91
H  1.86  -3.41  -1.62
C  -0.29  3.21  2.87
Se  0.03  -0.43  5.59
H  1.07  1.50  2.86
H  -0.35  3.79  3.81
H  1.81  -3.13  0.16
C  -1.18  2.01  -2.82
H  2.10  -1.75  -0.90
H  -1.18  3.02  -2.40
H  1.90  2.67  -2.36
H  1.49  -3.82  2.23
C  -0.83  -1.71  -2.36
N  -0.45  -1.78  3.01
H  1.25  3.92  0.98
C  1.56  -2.71  -0.82
H  -0.57  0.73  1.18
C  0.08  -0.62  -2.96
H  -0.91  -2.57  -3.05
H  2.75  3.11  1.46
C  -0.27  -1.30  4.08
H  1.49  1.98  -3.94
H  -2.29  -3.54  -1.05
C  1.64  1.74  -2.88
H  1.11  -1.00  -3.01
H  2.48  1.05  -2.78

Multiplicity: 6
Net charge: +2
HOMO (spin up / spin down) in eV: -12.822 / -14.487
Gap between HOMO and LUMO (spin up / spin down) in eV: 6.39 / 5.29